No. 1
Here is an isolated ion of composition C2H2N5 and charge +1 from OMol25. Energies are from the ωB97M-V functional and the def2-TZVPD basis.

Cartesian coordinates (Å):
C 0.447 -0.939 0.014
C 2.860 -0.429 0.157
N 4.950 0.624 -0.163
N 1.763 -0.865 0.354
N -0.270 0.132 0.062
N 3.955 0.130 -0.018
N -0.348 1.262 0.378
H 0.269 -1.998 -0.122
H -0.999 1.963 0.113

* E_HOMO (alpha / beta): -0.5006 / -0.5120 Eh
* charge: +1
* LUMO energy (alpha / beta): -7.1 / -6.8 eV
* gap between HOMO and LUMO (alpha / beta): 6.51 / 7.14 eV

Okay, here come the natural (NBO) numbers, in e, for every atom: atom 1 (C): 0.0094, atom 2 (C): 0.4741, atom 3 (N): 0.2579, atom 4 (N): -0.1950, atom 5 (N): 0.0592, atom 6 (N): -0.0691, atom 7 (N): -0.2232, atom 8 (H): 0.2681, atom 9 (H): 0.4187

No. 2
Here is a single C3H6IO2P molecule from OMol25. Energies are from the ωB97M-V functional and the def2-TZVPD basis.

Cartesian coordinates (Å):
C 0.985 -1.622 -0.609
O 0.258 -0.466 -0.130
P -1.107 0.269 -0.588
C -0.990 1.815 0.402
C -2.346 -0.664 0.284
O -2.091 -2.207 0.067
I -4.240 0.132 0.727
H 0.838 -2.537 -0.016
H 1.981 -1.153 -0.269
H 0.955 -1.984 -1.705
H -1.701 2.527 -0.042
H 0.083 2.136 0.329
H -1.477 1.560 1.346

* E_HOMO: -0.3322 Eh
* LUMO energy: -1.3 eV
* SMILES: COP(C)C(=O)I
* gap between HOMO and LUMO: 7.78 eV

Okay, here come the natural (NBO) numbers, in e, for every atom: atom 1 (C): -0.2478, atom 2 (O): -0.8212, atom 3 (P): 1.1931, atom 4 (C): -0.9672, atom 5 (C): -0.1430, atom 6 (O): -0.5962, atom 7 (I): 0.2274, atom 8 (H): 0.2032, atom 9 (H): 0.1984, atom 10 (H): 0.1981, atom 11 (H): 0.2457, atom 12 (H): 0.2646, atom 13 (H): 0.2448

no.,M (g mol⁻¹),electronic energy (eV)
1,96.07,-9541.8526
2,231.96,-24688.4992